[1]
C39H58ClO6ReSb2Si | ωB97M-V with the def2-TZVPD basis set

Positions of all 108 atoms, in Å:
Re1 10.9663 14.1934 10.0243
C1 9.6494 17.7596 11.7441
Sb1 9.8967 15.6608 11.9735
C2 11.1265 16.1718 13.7146
C3 8.1374 15.2618 13.2090
C4 6.8515 15.5537 12.5277
C5 6.1408 16.6403 13.1071
C6 5.0257 17.1226 12.4658
C7 4.4145 16.3409 11.4614
C8 4.9818 15.1579 11.0475
C9 6.3269 14.8933 11.4068
C10 6.9171 13.8592 10.5997
Sb2 8.4277 14.9660 9.2425
C11 8.3068 17.1130 9.1970
C12 7.3607 14.4974 7.3774
H1 10.3825 18.2339 11.0765
H2 9.8794 18.1928 12.7299
H3 8.6158 17.9902 11.5190
H4 10.6337 16.6240 14.5327
H5 11.8988 16.8747 13.3782
H6 11.7043 15.2272 14.0647
H7 8.2978 15.9035 14.0674
H8 8.1667 14.2122 13.4981
H9 6.5419 17.0882 13.9607
H10 4.5731 18.0613 12.7751
H11 3.4531 16.6714 11.1028
H12 4.4060 14.4757 10.4609
H13 6.1875 13.4307 9.9635
H14 7.5709 13.1303 11.0877
H15 9.2738 17.5651 9.2082
H16 7.7710 17.5221 10.0346
H17 7.8400 17.4592 8.2408
H18 6.7103 15.3363 7.1365
H19 6.7457 13.5983 7.5363
H20 7.9985 14.3037 6.4888
C13 11.5322 12.7042 11.3706
H21 12.0583 13.1260 12.2497
H22 12.2219 11.9840 10.8212
Cl1 6.3731 8.1967 15.6391
C14 7.6572 8.8164 14.6348
C15 7.4770 9.4401 13.3569
C16 8.5304 10.0903 12.7886
C17 9.7432 10.2858 13.4293
C18 10.0474 9.4637 14.5437
C19 9.0155 8.6890 15.0957
C20 10.7309 11.3177 13.0737
O1 11.6212 11.6493 13.8313
O2 10.4264 11.8992 11.8943
H23 6.4778 9.5597 12.9012
H24 8.3502 10.6013 11.8250
H25 11.0325 9.5555 15.0737
H26 9.1978 7.9892 15.9147
C21 10.8248 8.3370 9.4503
C22 12.2354 8.9078 9.1257
C23 12.7612 8.2140 7.8477
C24 13.1611 8.6933 10.2786
O3 12.0205 10.3012 8.9770
Si1 11.9862 11.5387 7.8885
O4 11.3722 12.9514 8.7292
O5 13.4171 11.8889 7.2942
C25 14.7839 12.2697 7.3493
C26 14.8723 13.2530 6.1529
C27 15.0999 12.9449 8.6717
C28 15.6002 11.1260 6.9833
O6 10.9872 11.0425 6.7013
C29 9.6145 11.1366 6.2774
C30 9.2943 9.7954 5.5936
C31 8.7808 11.2888 7.5426
C32 9.6336 12.2814 5.2943
H27 10.8051 7.2301 9.4896
H28 10.0607 8.7278 8.7640
H29 10.4830 8.7561 10.4709
H30 12.7933 7.1180 7.9918
H31 13.7745 8.5254 7.5512
H32 12.1321 8.4588 6.9851
H33 12.9352 7.6593 10.6485
H34 12.9908 9.4427 11.0344
H35 14.2253 8.6821 9.9648
H36 13.9248 13.8353 6.1487
H37 14.7712 12.7671 5.1713
H38 15.8316 13.8386 6.1776
H39 14.4842 13.8505 8.7643
H40 16.1029 13.2259 8.4695
H41 15.0054 12.3358 9.5934
H42 15.0733 10.6079 6.1766
H43 15.6693 10.3559 7.7357
H44 16.5694 11.4823 6.7306
H45 9.3473 8.8856 6.2672
H46 9.9815 9.6528 4.7145
H47 8.2750 9.8156 5.1773
H48 9.1184 10.4889 8.2555
H49 7.7040 11.2197 7.3412
H50 9.0553 12.2498 8.0561
H51 10.4297 12.1902 4.5481
H52 9.7611 13.2628 5.7672
H53 8.7056 12.2136 4.6577
C33 12.3335 15.4433 10.3064
C34 13.2917 16.5118 10.3525
C35 13.1542 17.7068 9.5777
C36 14.1665 18.6464 9.5074
C37 15.4335 18.3637 10.0840
C38 15.5696 17.2508 10.8973
C39 14.4886 16.3477 11.0861
H54 12.1625 17.8491 9.1300
H55 13.8809 19.6245 9.1207
H56 16.2746 19.0017 9.7931
H57 16.5188 17.0712 11.4309
H58 14.6461 15.6116 11.8601

Computed properties:
- multiplicity = 1
- total charge = 0


[2]
C4H9NO | ωB97M-V with the def2-TZVPD basis set

Positions of all 15 atoms, in Å:
C1 -0.3734 -1.8986 0.1522
C2 -0.3276 -0.5163 -0.3707
C3 0.6957 0.3321 -0.2086
N1 1.9926 -0.0671 0.0606
O1 0.4004 1.6586 -0.2719
C4 -1.0207 1.8827 0.1743
H1 0.1512 -1.9547 1.1137
H2 0.0666 -2.6177 -0.5429
H3 -1.4123 -2.1959 0.3346
H4 -1.0482 -0.1903 -1.1078
H5 2.2200 -0.9864 -0.2977
H6 2.7564 0.5887 0.0514
H7 -1.1667 2.8930 -0.1669
H8 -1.8913 1.2918 -0.1837
H9 -1.0425 1.7801 1.2634

Computed properties:
- SMILES = C/C=C(\N)OC
- multiplicity = 1
- total charge = 0


Results for DFT total energy: -89273.202 -7829.664 (in eV, following the order of the records).